No. 1
This record from the Open Molecules 2025 dataset describes 12 unconnected molecules or ions with the total composition C32H92N4O16 in a non-equilibrium geometry. The level of theory is ωB97M-V with the def2-TZVPD basis set.

E   -2696.78424 Ha
E_LUMO   0.219 eV
SMILES   COCCNCCOC.COCCNCCOC.COCCNCCOC.COCCNCCOC.CO.CO.CO.CO.CO.CO.CO.CO
Kohn-Sham gap   8.592 eV
Charge   0
Molecular weight   789.1 g mol⁻¹
E_HOMO   -8.373 eV

Last column: Löwdin charge in e.
Atoms and positions in Å:
C -4.2424 -8.6486 -9.4944  -0.15
O -3.5432 -9.2876 -8.4734  -0.18
C -2.4422 -10.1723 -8.9012  -0.19
C -1.6751 -10.8165 -7.7477  -0.20
N -1.0082 -9.7791 -6.9063  -0.05
C -0.6758 -10.3207 -5.5906  -0.22
C -0.0614 -9.1845 -4.8011  -0.24
O -0.9384 -8.1009 -4.5094  -0.21
C -0.3953 -7.2332 -3.5240  -0.11
H -5.1048 -8.0926 -9.1267  0.09
H -4.7062 -9.3883 -10.1468  0.08
H -3.6929 -7.9728 -10.1496  0.08
H -1.7438 -9.6935 -9.5875  0.12
H -2.8054 -11.0490 -9.4376  0.11
H -0.9528 -11.4940 -8.2031  0.12
H -2.3642 -11.3870 -7.1248  0.11
H -1.5542 -8.9475 -6.7320  0.10
H -0.0199 -11.1891 -5.6523  0.12
H -1.5396 -10.6597 -5.0188  0.12
H 0.7174 -8.6348 -5.3297  0.12
H 0.2715 -9.6193 -3.8587  0.12
H 0.6129 -6.9182 -3.7932  0.08
H -0.3898 -7.7173 -2.5474  0.08
H -1.0354 -6.3530 -3.4635  0.09
C 6.2984 -0.5517 7.2333  -0.14
O 7.3156 0.2633 7.7224  -0.18
C 7.4379 1.5455 7.0857  -0.24
C 8.5738 2.3016 7.7177  -0.19
N 8.7157 3.6084 6.9860  -0.07
C 9.8837 4.4708 7.2942  -0.18
C 11.1895 3.8031 6.9487  -0.24
O 11.6797 3.1655 8.1175  -0.23
C 12.8201 2.2668 8.0614  -0.07
H 6.3118 -1.5816 7.5901  0.09
H 6.3853 -0.6898 6.1555  0.08
H 5.3081 -0.1490 7.4459  0.08
H 6.5358 2.1458 7.2035  0.13
H 7.6715 1.4185 6.0286  0.12
H 9.4777 1.7207 7.5342  0.11
H 8.2937 2.3151 8.7710  0.13
H 8.4357 3.4713 6.0254  0.09
H 9.9023 4.7277 8.3533  0.12
H 9.7896 5.3750 6.6928  0.11
H 11.9173 4.5647 6.6687  0.11
H 11.0548 3.0810 6.1435  0.12
H 13.2147 2.0741 9.0591  0.09
H 13.6070 2.6743 7.4267  0.08
H 12.4699 1.3697 7.5508  0.08
C -4.0523 3.3369 7.7640  -0.10
O -5.4903 3.1951 7.7151  -0.19
C -6.0083 3.5861 6.4462  -0.21
C -7.5887 3.6326 6.4956  -0.22
N -8.1904 3.8951 5.2057  -0.05
C -9.6570 3.9214 5.4000  -0.20
C -10.4262 3.8545 4.0811  -0.22
O -10.4875 4.9948 3.2548  -0.19
C -11.0125 6.1747 3.8517  -0.11
H -3.6902 3.0209 8.7424  0.08
H -3.7316 4.3786 7.7553  0.08
H -3.4989 2.8488 6.9617  0.08
H -5.7051 2.9160 5.6417  0.11
H -5.5835 4.5428 6.1424  0.11
H -7.8436 4.3108 7.3100  0.11
H -8.0330 2.6857 6.8025  0.11
H -7.9419 4.8581 5.0298  0.11
H -9.9426 4.8589 5.8771  0.10
H -9.9625 3.0534 5.9842  0.12
H -11.4568 3.5129 4.1773  0.12
H -9.9774 3.1864 3.3460  0.12
H -11.1030 7.0753 3.2444  0.09
H -10.3992 6.4795 4.6997  0.07
H -12.0116 5.9887 4.2458  0.08
C -0.1000 -0.0759 -6.1581  -0.11
O -0.3484 -0.3486 -7.5477  -0.19
C -1.1851 -1.5148 -7.7113  -0.20
C -1.5220 -1.8368 -9.2205  -0.19
N -0.3112 -2.0128 -9.9801  -0.07
C 0.3330 -3.3397 -9.8481  -0.19
C 1.4308 -3.5490 -10.9018  -0.25
O 2.6367 -2.8557 -10.7010  -0.19
C 3.6122 -3.1495 -11.7037  -0.10
H 0.5103 0.8147 -6.0083  0.08
H 0.5198 -0.8554 -5.7148  0.08
H -0.9765 0.1051 -5.5360  0.08
H -2.0873 -1.3264 -7.1294  0.11
H -0.7268 -2.3755 -7.2241  0.11
H -2.0668 -1.0042 -9.6656  0.11
H -2.2316 -2.6423 -9.4095  0.11
H 0.4140 -1.3308 -9.8095  0.11
H -0.4723 -4.0732 -9.8884  0.11
H 0.7713 -3.5419 -8.8708  0.11
H 1.0139 -3.2949 -11.8763  0.12
H 1.6513 -4.6161 -10.8736  0.11
H 3.9026 -4.1994 -11.6635  0.09
H 4.4066 -2.4798 -11.3743  0.09
H 3.3649 -2.8408 -12.7194  0.08
C -2.0518 -5.0320 4.9346  -0.17
O -1.0198 -5.6124 5.7102  -0.13
H -1.6689 -4.1282 4.4606  0.08
H -2.4632 -5.8014 4.2813  0.08
H -2.8550 -4.7597 5.6193  0.07
H -1.3585 -6.4509 6.0325  0.07
C -6.2361 -1.0531 0.8730  -0.17
O -5.7268 0.1332 1.4339  -0.14
H -6.5218 -1.7022 1.7007  0.07
H -7.1399 -0.7659 0.3355  0.08
H -5.4669 -1.5094 0.2499  0.08
H -6.4157 0.5806 1.9307  0.07
C -5.4661 8.0356 2.7976  -0.22
O -6.3271 8.2711 3.8203  -0.10
H -5.9264 7.2849 2.1553  0.08
H -5.3030 8.8467 2.0880  0.08
H -4.5227 7.6543 3.1884  0.08
H -5.8536 8.8781 4.3938  0.08
C 6.2451 4.3335 -0.1495  -0.18
O 7.3705 4.1344 0.6636  -0.12
H 5.2446 4.1005 0.2150  0.08
H 6.2892 5.3675 -0.4917  0.08
H 6.3163 3.6528 -0.9978  0.07
H 8.0508 4.7765 0.4483  0.07
C 0.3085 1.5068 2.6486  -0.18
O -0.6342 2.4842 2.3179  -0.12
H -0.0184 0.9095 3.4997  0.07
H 0.3997 0.8324 1.7972  0.08
H 1.2323 1.9619 3.0058  0.08
H -1.4629 2.0046 2.2479  0.07
C 6.5380 -2.4377 -1.1188  -0.14
O 5.7521 -2.4686 0.1170  -0.13
H 6.7162 -3.4181 -1.5606  0.07
H 6.0218 -1.8802 -1.9004  0.07
H 7.5300 -2.0437 -0.8978  0.07
H 6.2116 -3.1209 0.6509  0.06
C -2.1120 7.6875 -3.3119  -0.18
O -1.6528 7.6773 -4.6421  -0.12
H -1.9014 6.7481 -2.8009  0.07
H -1.6422 8.5120 -2.7757  0.07
H -3.1880 7.8493 -3.2473  0.08
H -0.7014 7.5494 -4.6317  0.07
C 2.2311 7.0433 4.3136  -0.18
O 1.3030 7.3382 3.2999  -0.12
H 2.7654 7.9540 4.5844  0.08
H 1.6619 6.6285 5.1455  0.07
H 2.8943 6.2318 4.0140  0.07
H 0.8088 6.5195 3.2160  0.07

***

No. 2
This record from the Open Molecules 2025 dataset describes 10 unconnected molecules or ions with the total composition C32H92N8O10 in a non-equilibrium geometry. The level of theory is ωB97M-V with the def2-TZVPD basis set.

E   -2464.64941 Ha
E_LUMO   -0.127 eV
SMILES   COC[C@H](C)N.COC[C@H](C)N.COC[C@H](C)N.COC[C@H](C)N.COC[C@H](C)N.COC[C@H](C)N.COC[C@H](C)N.COC[C@H](C)N.O.O
Kohn-Sham gap   8.403 eV
Charge   0
Molecular weight   749.1 g mol⁻¹
E_HOMO   -8.530 eV

Last column: Löwdin charge in e.
Atoms and positions in Å:
C 9.1453 -1.2232 -1.2241  -0.09
O 7.8473 -1.6789 -0.8448  -0.18
C 6.8525 -0.6941 -0.9651  -0.25
C 5.4732 -1.2809 -0.8061  -0.44
C 4.3696 -0.3110 -1.2215  -0.06
N 5.2376 -1.6917 0.6011  0.05
H 9.5465 -1.9942 -1.8811  0.09
H 9.7535 -1.1793 -0.3203  0.08
H 9.1498 -0.2644 -1.7399  0.08
H 6.9821 0.1057 -0.2128  0.14
H 6.9339 -0.1488 -1.9162  0.13
H 5.4680 -2.1613 -1.4632  0.14
H 3.4029 -0.6240 -0.8483  0.04
H 4.4455 -0.0438 -2.2741  0.07
H 4.5988 0.6098 -0.6662  0.08
H 4.6522 -2.5227 0.6307  0.04
H 6.1445 -2.0630 0.8903  0.07
C -1.9027 -4.2797 -0.7885  -0.14
O -0.5681 -4.1424 -1.1645  -0.18
C 0.3164 -4.4572 -0.0791  -0.19
C 1.7362 -4.3515 -0.5565  -0.42
C 2.7207 -4.7872 0.5239  -0.07
N 2.0899 -3.0325 -1.0815  0.05
H -2.2273 -5.2781 -0.4686  0.09
H -2.5001 -4.0848 -1.6847  0.07
H -2.2567 -3.5585 -0.0412  0.08
H 0.0432 -3.8738 0.8081  0.13
H 0.0757 -5.5084 0.1457  0.13
H 1.8919 -5.0517 -1.3827  0.14
H 3.7279 -5.0074 0.1853  0.08
H 2.3323 -5.6901 1.0131  0.08
H 2.6842 -4.1041 1.3808  0.08
H 1.2389 -2.6644 -1.5048  0.05
H 2.3364 -2.2853 -0.4463  0.03
C 1.7536 2.9423 -1.2792  -0.09
O 1.1245 1.6937 -1.2312  -0.20
C -0.2121 1.6014 -0.8305  -0.19
C -0.4943 0.0912 -0.7939  -0.40
C -1.8798 -0.2118 -0.2972  -0.07
N 0.4787 -0.5518 0.1033  0.07
H 2.7888 2.8861 -0.9332  0.09
H 1.2784 3.7875 -0.7817  0.06
H 1.8239 3.1898 -2.3479  0.08
H -0.5336 2.1139 0.0846  0.12
H -0.8782 2.0425 -1.5912  0.12
H -0.4147 -0.3325 -1.7977  0.12
H -2.1929 0.1358 0.6903  0.08
H -2.1883 -1.2569 -0.3813  0.06
H -2.5765 0.2832 -0.9858  0.06
H 1.3429 -0.0173 0.1204  0.06
H 0.0923 -0.4805 1.0403  0.06
C 2.1109 1.3180 -4.3858  -0.09
O 2.0990 0.0334 -4.9834  -0.18
C 1.7684 -1.0463 -4.1585  -0.22
C 1.8903 -2.3038 -5.0251  -0.43
C 0.8690 -2.2521 -6.1624  -0.06
N 1.6362 -3.4795 -4.1990  0.05
H 2.9200 1.3467 -3.6468  0.07
H 1.1826 1.4967 -3.8368  0.08
H 2.2897 2.0499 -5.1663  0.09
H 2.4217 -1.1627 -3.2797  0.11
H 0.7661 -0.9861 -3.7067  0.12
H 2.9083 -2.2772 -5.4312  0.14
H -0.1383 -1.9880 -5.8415  0.07
H 0.8049 -3.2056 -6.6912  0.07
H 1.2299 -1.5068 -6.8747  0.07
H 2.0111 -3.4019 -3.2601  0.02
H 1.9599 -4.3313 -4.6325  0.07
C -5.3773 -5.1863 -4.3113  -0.11
O -5.6503 -3.8876 -4.7681  -0.18
C -4.5602 -2.9981 -4.8168  -0.20
C -4.3328 -2.3741 -3.4478  -0.44
C -5.3171 -1.2940 -3.0877  -0.05
N -2.9637 -1.8540 -3.3385  0.06
H -4.6459 -5.1951 -3.4948  0.08
H -5.0406 -5.7804 -5.1670  0.09
H -6.2587 -5.6714 -3.8914  0.09
H -3.6840 -3.4956 -5.2505  0.13
H -4.8084 -2.1827 -5.5030  0.13
H -4.3814 -3.2067 -2.7284  0.11
H -6.3817 -1.5126 -3.0109  0.08
H -5.2239 -0.4777 -3.8149  0.09
H -5.0747 -0.7747 -2.1541  0.05
H -2.2641 -2.4505 -3.7631  0.07
H -2.6635 -1.7128 -2.3845  0.03
C 1.8936 0.2982 7.5734  -0.10
O 0.7230 -0.4244 7.2445  -0.19
C 0.6743 -0.6989 5.8635  -0.23
C -0.3107 -1.8431 5.5597  -0.42
C -0.4366 -2.0202 4.0625  -0.07
N -1.5986 -1.5222 6.1815  0.04
H 1.7710 0.6681 8.5899  0.09
H 1.8990 1.1787 6.9176  0.07
H 2.8207 -0.2659 7.4657  0.09
H 0.3504 0.2353 5.3832  0.11
H 1.6214 -1.0010 5.3951  0.13
H 0.0865 -2.7539 6.0088  0.14
H -0.7896 -3.0334 3.8519  0.08
H 0.5457 -1.9612 3.5844  0.07
H -1.1151 -1.3621 3.5175  0.07
H -1.4231 -1.1490 7.1078  0.06
H -2.1269 -0.8028 5.7025  0.07
C -1.4210 2.5575 3.3610  -0.10
O -1.4793 3.1343 4.6617  -0.17
C -0.1567 3.4438 5.0394  -0.23
C -0.1279 4.1711 6.3866  -0.43
C 1.2551 4.3777 6.9838  -0.06
N -0.9772 3.4928 7.3932  0.04
H -1.1913 3.2914 2.5815  0.08
H -2.4846 2.3842 3.1570  0.09
H -0.8649 1.6234 3.2896  0.08
H 0.4842 2.5531 5.0939  0.11
H 0.3834 4.1256 4.3660  0.13
H -0.6071 5.1497 6.2745  0.14
H 1.8628 4.8557 6.2070  0.08
H 1.6971 3.4542 7.3582  0.06
H 1.2853 5.0865 7.8106  0.08
H -1.8084 3.1876 6.8876  0.06
H -0.5565 2.6017 7.6594  0.06
C -0.3605 5.8308 0.2513  -0.08
O -1.1702 4.7126 -0.1259  -0.23
C -2.5511 4.9791 -0.2772  -0.20
C -2.7393 5.5200 -1.7107  -0.42
C -4.1088 6.2048 -1.8541  -0.08
N -2.7484 4.4356 -2.6936  0.05
H -0.8311 6.4205 1.0349  0.09
H -0.2571 6.3985 -0.6813  0.08
H 0.6421 5.4646 0.4512  0.07
H -3.2063 4.1234 -0.1201  0.11
H -2.9027 5.7519 0.4227  0.12
H -2.0589 6.3196 -2.0062  0.13
H -4.8830 5.5809 -1.3859  0.07
H -4.4332 6.2930 -2.8899  0.08
H -4.1525 7.1949 -1.3978  0.07
H -3.4584 3.7734 -2.3921  0.04
H -1.8851 3.9042 -2.7214  0.06
O -5.0569 0.4364 0.9992  -0.05
H -5.7220 -0.1939 1.2976  0.05
H -5.1972 1.2160 1.5477  0.05
O -4.4172 2.0349 -1.4430  -0.06
H -4.4822 1.1580 -1.0429  -0.01
H -5.0542 2.5654 -0.9535  0.04

***

What is the formula in the second record? C32H92N8O10

***

The highest Kohn-Sham gap belongs to which entry? C32H92N4O16